Record 1
{"formula": "C13H26MoO2S4SbSe6", "method": "wB97M-V/def2-TZVPD", "symbols": ["Mo", "C", "C", "S", "C", "C", "S", "C", "C", "S", "C", "C", "S", "H", "H", "H", "H", "H", "H", "H", "H", "H", "H", "H", "H", "H", "H", "H", "H", "O", "C", "C", "C", "O", "C", "Se", "C", "Se", "H", "H", "H", "H", "H", "H", "H", "H", "H", "H", "Se", "Sb", "Se", "Se", "Se"], "positions_angstrom": [[-0.41, 0.04, -0.34], [-0.84, -2.77, 2.16], [0.56, -3.08, 1.66], [0.66, -2.33, 0.04], [2.38, -2.62, -0.44], [3.48, -1.82, 0.27], [3.52, -0.12, -0.33], [4.03, 0.78, 1.16], [2.86, 1.30, 1.98], [1.96, -0.11, 2.66], [0.51, 0.66, 3.38], [-0.59, -0.36, 3.57], [-1.30, -1.02, 2.02], [-0.97, -3.11, 3.19], [-1.57, -3.30, 1.55], [0.70, -4.15, 1.53], [1.32, -2.69, 2.34], [2.37, -2.39, -1.50], [2.57, -3.69, -0.31], [4.42, -2.32, 0.05], [3.35, -1.82, 1.35], [4.62, 1.62, 0.80], [4.70, 0.16, 1.76], [2.19, 1.87, 1.35], [3.20, 1.96, 2.79], [0.16, 1.43, 2.71], [0.75, 1.14, 4.33], [-1.42, 0.14, 4.08], [-0.29, -1.20, 4.21], [-2.03, -0.11, -4.17], [-2.11, -1.47, -4.51], [-1.41, -2.36, -3.48], [-1.48, -3.77, -4.14], [-0.93, -4.81, -3.34], [-2.17, -2.49, -2.17], [-2.61, -0.96, -1.06], [0.08, -2.07, -3.31], [0.76, -0.37, -2.65], [-2.51, 0.41, -4.82], [-1.65, -1.65, -5.50], [-3.16, -1.80, -4.57], [-0.98, -3.74, -5.11], [-2.53, -4.03, -4.32], [-0.04, -4.98, -3.63], [-1.66, -3.22, -1.54], [-3.16, -2.89, -2.39], [0.56, -2.13, -4.30], [0.51, -2.85, -2.69], [-1.56, 5.62, -0.33], [-0.63, 3.74, 0.80], [-2.16, 1.69, 0.71], [0.61, 2.32, -1.00], [0.31, 4.01, 3.00]], "homo_energy_ev": [-4.3, -4.3], "charge": -1, "multiplicity": 3, "lumo_energy_ev": [1.689, 1.789], "gap_ev": [6.00, 6.13], "de_lowest_ev": 1.204}

=====

Record 2
{"formula": "C13H26N2O9S3", "method": "wB97M-V/def2-TZVPD", "symbols": ["C", "C", "C", "O", "C", "O", "C", "S", "O", "S", "O", "O", "O", "C", "O", "C", "S", "H", "H", "H", "H", "H", "H", "H", "H", "H", "H", "H", "H", "C", "O", "N", "C", "C", "H", "H", "H", "H", "H", "H", "H", "C", "O", "N", "C", "C", "H", "H", "H", "H", "H", "H", "H"], "positions_angstrom": [[2.05, -0.16, 4.01], [1.85, -0.24, 2.41], [1.76, -1.78, 1.99], [0.56, -2.13, 1.24], [-0.60, -1.95, 2.01], [-0.64, -1.85, 3.25], [-1.97, -1.93, 1.16], [-3.44, -1.49, 2.20], [-4.45, -0.61, 1.10], [-4.15, 1.04, 1.40], [-2.69, 1.36, 1.13], [-4.32, 1.32, 3.05], [3.04, 0.33, 1.79], [2.91, 1.74, 1.65], [3.57, 2.48, 2.40], [1.99, 2.43, 0.52], [2.05, 1.27, -0.97], [2.30, -1.16, 4.48], [1.10, 0.22, 4.49], [2.92, 0.54, 4.27], [0.92, 0.34, 2.08], [2.64, -1.99, 1.28], [1.90, -2.51, 2.86], [-1.90, -1.23, 0.26], [-2.09, -3.00, 0.77], [-4.60, 2.25, 3.21], [0.92, 2.52, 0.90], [2.37, 3.47, 0.23], [1.89, -0.03, -0.47], [3.73, -2.25, -1.61], [3.21, -1.29, -1.07], [5.06, -2.44, -1.76], [5.60, -3.62, -2.42], [5.98, -1.44, -1.25], [3.12, -3.07, -2.03], [6.25, -4.15, -1.72], [6.19, -3.30, -3.29], [4.80, -4.28, -2.75], [5.83, -1.33, -0.18], [5.77, -0.48, -1.74], [7.01, -1.73, -1.45], [-6.30, 3.46, -1.77], [-6.21, 3.33, -0.56], [-5.77, 2.61, -2.70], [-5.91, 2.85, -4.12], [-5.04, 1.44, -2.25], [-6.82, 4.32, -2.22], [-6.43, 2.00, -4.57], [-4.92, 2.94, -4.57], [-6.47, 3.76, -4.31], [-5.71, 0.82, -1.64], [-4.20, 1.76, -1.64], [-4.68, 0.86, -3.10]], "homo_energy_ev": -8.4, "charge": 0, "lumo_energy_ev": 0.545, "gap_ev": 8.97}

=====

Record 3
{"formula": "C13H26N6O6Rh", "method": "wB97M-V/def2-TZVPD", "symbols": ["O", "H", "Rh", "N", "N", "N", "N", "O", "O", "O", "O", "C", "C", "C", "C", "C", "H", "H", "H", "C", "H", "H", "H", "C", "C", "H", "H", "H", "H", "H", "H", "H", "H", "C", "H", "H", "H", "O", "H", "H", "C", "C", "N", "C", "C", "N", "H", "H", "H", "H", "H", "H"], "positions_angstrom": [[4.13, 0.39, -0.55], [4.46, 1.26, -0.24], [-0.25, 0.29, -0.37], [0.19, 2.24, -0.25], [0.68, 0.53, 1.54], [-0.64, -0.91, -2.00], [-0.69, -1.54, 0.33], [-0.31, 2.95, -1.16], [-0.51, -0.39, -3.18], [-0.94, -1.75, 1.62], [0.89, -0.31, 2.52], [1.24, 1.74, 1.80], [1.07, 2.66, 0.74], [-0.76, -2.26, -1.84], [-0.74, -2.62, -0.48], [1.82, 3.97, 0.66], [2.89, 3.78, 0.39], [1.85, 4.46, 1.65], [1.41, 4.68, -0.07], [1.92, 2.00, 3.11], [2.76, 1.28, 3.18], [1.26, 1.82, 3.97], [2.29, 3.04, 3.19], [-0.87, -3.24, -2.99], [-0.95, -4.01, 0.04], [-0.26, -2.89, -3.83], [-1.90, -3.45, -3.38], [-0.47, -4.23, -2.70], [-0.65, -4.10, 1.09], [-0.33, -4.68, -0.58], [-2.01, -4.32, -0.06], [0.86, 0.73, -2.49], [-0.20, -1.23, 2.13], [4.60, -0.89, -0.16], [4.93, -0.91, 0.85], [5.36, -1.12, -0.91], [3.68, -1.45, -0.30], [1.42, 0.38, -1.71], [3.22, 0.45, -0.93], [1.56, -0.55, -2.03], [-3.64, -0.49, -1.20], [-3.38, 0.38, -0.05], [-2.19, 0.68, 0.47], [-2.40, 1.54, 1.54], [-3.74, 1.80, 1.63], [-4.34, 1.03, 0.63], [-3.51, -1.54, -0.90], [-4.66, -0.36, -1.55], [-2.94, -0.25, -2.00], [-1.59, 1.94, 2.13], [-4.30, 2.46, 2.29], [-5.32, 1.00, 0.39]], "homo_energy_ev": [-8.6, -10.4], "charge": 1, "multiplicity": 5, "lumo_energy_ev": [-3.621, -3.801], "gap_ev": [5.03, 6.61], "de_lowest_ev": 0.089}

=====

Record 4
{"formula": "C13H26NO2", "method": "wB97M-V/def2-TZVPD", "symbols": ["C", "C", "C", "C", "C", "C", "C", "C", "C", "O", "C", "C", "C", "C", "N", "O", "H", "H", "H", "H", "H", "H", "H", "H", "H", "H", "H", "H", "H", "H", "H", "H", "H", "H", "H", "H", "H", "H", "H", "H", "H", "H"], "positions_angstrom": [[2.52, -0.82, 1.46], [2.15, -0.16, 0.13], [3.30, -0.43, -0.89], [0.84, -0.81, -0.36], [-0.10, 0.01, -1.26], [-1.56, -0.36, -0.96], [-1.89, -1.85, -1.18], [-2.41, -2.55, 0.08], [-3.73, -1.99, 0.60], [-3.58, -1.10, 1.69], [0.11, 1.53, -1.15], [0.74, 1.99, 0.16], [-0.14, 1.73, 1.38], [1.01, 3.50, 0.05], [2.05, 1.31, 0.29], [2.84, 1.82, 1.15], [3.47, -0.45, 1.82], [2.63, -1.89, 1.27], [1.75, -0.67, 2.21], [2.92, -0.78, -1.84], [3.83, 0.50, -1.08], [4.02, -1.13, -0.49], [1.15, -1.69, -0.92], [0.29, -1.19, 0.50], [0.07, -0.30, -2.30], [-2.19, 0.25, -1.62], [-1.80, -0.06, 0.06], [-1.02, -2.38, -1.57], [-2.69, -1.92, -1.92], [-1.67, -2.48, 0.88], [-2.56, -3.61, -0.15], [-4.28, -1.51, -0.22], [-4.36, -2.81, 0.96], [-3.60, -0.20, 1.37], [0.77, 1.85, -1.96], [-0.85, 2.03, -1.28], [-0.14, 0.69, 1.67], [0.18, 2.35, 2.22], [-1.17, 1.98, 1.13], [1.68, 3.71, -0.78], [1.41, 3.89, 0.97], [0.06, 3.99, -0.15]], "homo_energy_ev": [-8.0, -9.3], "charge": 0, "multiplicity": 2, "lumo_energy_ev": [0.738, 0.735], "gap_ev": [8.71, 10.06], "de_lowest_ev": 0.000}

=====

Record 5
{"formula": "C13H26NO3OsP2", "method": "wB97M-V/def2-TZVPD", "symbols": ["Os", "P", "C", "C", "N", "C", "C", "C", "C", "C", "P", "H", "H", "H", "H", "H", "H", "H", "H", "O", "H", "H", "O", "H", "C", "H", "H", "H", "C", "H", "H", "H", "C", "H", "H", "H", "C", "H", "H", "H", "C", "C", "O", "H", "H", "H"], "positions_angstrom": [[0.51, -0.29, -0.10], [-0.10, -1.60, 1.58], [-1.91, -1.47, 1.15], [-2.29, -0.03, 0.93], [-1.32, 0.72, 0.37], [-1.48, 2.05, 0.16], [-2.69, 2.66, 0.47], [-3.73, 1.89, 0.98], [-3.53, 0.53, 1.21], [-0.32, 2.80, -0.44], [0.92, 1.62, -1.14], [-4.30, -0.12, 1.60], [-2.78, 3.73, 0.26], [-4.68, 2.35, 1.20], [-0.68, 3.47, -1.24], [0.19, 3.43, 0.31], [-1.97, -2.02, 0.16], [-2.51, -1.96, 1.91], [-0.17, -1.84, -2.33], [-0.92, -1.95, -1.51], [-1.80, -1.86, -1.94], [1.64, -1.51, -2.29], [0.89, -1.44, -3.06], [1.17, -2.01, -3.80], [0.39, 1.53, -2.88], [0.47, 2.51, -3.35], [1.02, 0.80, -3.39], [-0.65, 1.18, -2.92], [2.50, 2.50, -1.16], [3.26, 1.83, -1.55], [2.44, 3.39, -1.80], [2.77, 2.80, -0.14], [-0.03, -1.20, 3.34], [-0.85, -1.71, 3.88], [0.94, -1.53, 3.73], [-0.13, -0.11, 3.48], [0.23, -3.37, 1.43], [1.29, -3.54, 1.65], [-0.41, -3.95, 2.12], [0.01, -3.68, 0.39], [3.21, -0.57, 0.84], [2.34, -0.97, -0.28], [2.73, -1.68, -1.24], [3.84, 0.29, 0.55], [3.87, -1.40, 1.13], [2.61, -0.29, 1.73]], "homo_energy_ev": [-19.3, -19.4], "charge": 3, "multiplicity": 5, "lumo_energy_ev": [-10.384, -14.377], "gap_ev": [8.95, 4.99], "de_lowest_ev": 0.000}

=====

| no. | total energy (a.u.) |
| --- | --- |
| 1 | -16971.34369 |
| 2 | -2492.04866 |
| 3 | -1400.86249 |
| 4 | -716.09477 |
| 5 | -1563.67816 |